Density functional theory data (ωB97M-V/def2-TZVPD) for a cluster of 2 separate species, C4H12S2 in total in a non-equilibrium geometry.

```
18
Properties=species:S:1:pos:R:3:forces:R:3
C 2.77189 -0.66720 0.31617 -0.35 -1.85 -0.03
S 2.33962 0.51931 -1.02533 -0.80 0.53 0.72
C 1.56361 1.85125 0.00870 1.37 -0.64 -0.17
H 3.87469 -0.84450 0.05886 -1.04 0.46 1.66
H 2.30832 -0.35453 1.40674 1.72 -0.70 -2.56
H 2.37009 -1.74297 0.03557 0.16 2.11 0.58
H 1.05163 1.36093 0.79453 -0.90 -0.48 0.59
H 0.88093 2.43904 -0.57712 -0.14 0.32 -0.30
H 2.32479 2.43641 0.53584 -0.03 0.23 -0.49
C -1.70733 0.29286 0.81490 -1.21 -2.46 0.78
S -2.31328 0.47650 -0.90376 0.19 -1.20 0.91
C -2.62437 -1.32899 -1.22367 0.25 -0.51 0.73
H -2.54649 -0.09575 1.51258 1.17 0.08 -1.33
H -0.81638 -0.38734 0.88279 -0.86 0.48 -0.25
H -1.46156 1.16987 1.33133 0.56 1.81 0.01
H -2.86083 -1.35310 -2.28751 -0.34 -0.18 0.08
H -3.45293 -1.79556 -0.57593 1.08 0.97 -1.00
H -1.70242 -1.97621 -1.10469 -0.82 1.02 0.07
```
Positions in Å, forces in eV/Å.

Calculated values
HOMO (alpha / beta) in eV: 1.1 / -4.7
Charge: -1
E_LUMO (alpha / beta) in eV: 3.1 / 3.0
⟨S²⟩: 0.75
2S+1: 2
Orbital gap (alpha / beta) in eV: 1.95 / 7.74

Partial atomic charges computed with the Mulliken method, in multiples of e: number 1, C, carries -2.4561; number 2, S, carries 0.4858; number 3, C, carries -1.4328; number 4, H, carries 0.5878; number 5, H, carries 0.7461; number 6, H, carries 0.3092; number 7, H, carries 0.0953; number 8, H, carries 0.3435; number 9, H, carries 0.5709; number 10, C, carries -1.3861; number 11, S, carries 0.1919; number 12, C, carries -1.0961; number 13, H, carries 0.3924; number 14, H, carries 0.1854; number 15, H, carries 0.4866; number 16, H, carries 0.2394; number 17, H, carries 0.3107; number 18, H, carries 0.4261

Density functional theory data (ωB97M-V/def2-TZVPD) for the ion C3H8IN2S with charge +1 in a non-equilibrium geometry.

```
15
Properties=species:S:1:pos:R:3:forces:R:3
C 0.78390 -0.34945 -0.29567 -3.66 1.05 2.14
C -1.90887 0.04254 -0.24278 -0.12 -0.05 0.00
C -0.67418 0.17033 0.60481 3.27 -0.56 -1.36
N 1.78331 -0.82507 0.38592 0.59 -0.26 -0.16
N 0.75237 -0.17723 -1.58358 0.36 -0.05 -0.53
S -0.37948 1.91966 1.01087 -0.18 -0.30 -0.01
I 1.16460 1.78881 2.80877 -0.04 -0.01 0.00
H -1.96312 0.82733 -0.99696 -0.03 0.01 -0.12
H -1.97064 -0.93743 -0.71522 0.00 0.01 -0.02
H -2.77914 0.15860 0.40185 -0.02 0.03 -0.03
H -0.68738 -0.45491 1.49512 0.03 0.01 -0.03
H 1.73657 -0.92168 1.39069 -0.09 0.10 -0.11
H 2.66430 -1.06440 -0.05762 -0.10 0.01 0.12
H -0.06758 0.21256 -2.02904 0.11 -0.07 0.11
H 1.54533 -0.38965 -2.17717 -0.10 0.07 0.00
```
Positions in Å, forces in eV/Å.

Calculated values
HOMO in eV: -12.6
Charge: +1
SMILES: C[C@H](SI)C(N)=[NH2+]
E_LUMO in eV: -4.1
Orbital gap in eV: 8.45

Partial atomic charges computed with the Mulliken method, in multiples of e: number 1, C, carries 0.7025; number 2, C, carries -1.6158; number 3, C, carries -0.0516; number 4, N, carries -0.3305; number 5, N, carries -0.3020; number 6, S, carries -0.0511; number 7, I, carries 0.1065; number 8, H, carries 0.4731; number 9, H, carries 0.3801; number 10, H, carries 0.3785; number 11, H, carries 0.4488; number 12, H, carries 0.2215; number 13, H, carries 0.2143; number 14, H, carries 0.1958; number 15, H, carries 0.2299

Density functional theory data (ωB97M-V/def2-TZVPD) for the ion C4H3F6N2O2S with charge +1 in a non-equilibrium geometry.

```
18
Properties=species:S:1:pos:R:3:forces:R:3
C 1.37524 1.45901 0.05665 -0.83 -0.24 -1.55
C -1.15901 1.47358 0.16247 1.88 1.18 -3.04
C -1.71075 0.09295 0.56970 -0.56 1.84 1.86
C -1.00753 -0.98463 -0.16287 3.32 -2.06 -2.19
N 1.66351 -2.50367 -0.30932 -0.32 -0.07 0.52
N 1.57915 0.23024 -0.48397 -0.74 1.47 -0.86
O 1.88462 0.08652 -1.63131 0.61 -0.69 -0.95
O 1.17897 -1.18977 1.74480 -0.16 0.31 1.83
F -1.09969 2.50591 0.90382 -0.65 -0.81 -0.09
F -1.35443 1.71667 -1.12753 0.12 0.12 2.28
F -1.53963 -0.06011 1.89289 -0.23 -0.08 -0.60
F -3.01972 0.21802 0.26869 0.37 -0.60 0.08
F -0.88731 -0.74864 -1.48834 -0.16 0.63 0.52
F -1.49378 -2.17469 -0.05881 -1.35 -0.98 0.94
S 0.98370 -1.40205 0.37643 -0.92 1.32 -0.76
H 1.67730 2.41539 -0.47671 -0.47 -1.57 0.63
H 1.27766 1.30812 1.06328 0.05 0.59 2.79
H 1.65170 -2.44284 -1.29987 0.06 -0.34 -1.41
```
Positions in Å, forces in eV/Å.

Calculated values
HOMO (alpha / beta) in eV: -14.8 / -15.0
Charge: +1
E_LUMO (alpha / beta) in eV: -7.6 / -7.4
Orbital gap (alpha / beta) in eV: 7.16 / 7.61

Partial atomic charges computed with the Mulliken method, in multiples of e: number 1, C, carries -0.9254; number 2, C, carries 0.2390; number 3, C, carries 1.2620; number 4, C, carries 0.2179; number 5, N, carries -0.5971; number 6, N, carries 0.5271; number 7, O, carries -0.4395; number 8, O, carries -0.5356; number 9, F, carries -0.1149; number 10, F, carries -0.1060; number 11, F, carries -0.2077; number 12, F, carries -0.2242; number 13, F, carries -0.2177; number 14, F, carries -0.2215; number 15, S, carries 1.0704; number 16, H, carries 0.3742; number 17, H, carries 0.5889; number 18, H, carries 0.3100

Results for energy above the lowest of the compared OMol25 structures with the same formula, charge and spin: 223.0 0.0 85.8 (in kJ/mol, following the order of the records).